No. 1
{
  "formula": "C33H38N2O5",
  "method": "ωB97M-V with the def2-TZVPD basis set",
  "species": ["C", "N", "C", "C", "C", "C", "C", "C", "C", "C", "C", "C", "C", "C", "N", "C", "C", "C", "C", "C", "C", "H", "H", "H", "H", "H", "H", "H", "H", "H", "H", "H", "H", "H", "H", "H", "H", "H", "H", "H", "H", "H", "H", "H", "C", "C", "O", "C", "C", "C", "C", "C", "C", "C", "C", "C", "O", "C", "O", "O", "C", "C", "O", "H", "H", "H", "H", "H", "H", "H", "H", "H", "H", "H", "H", "H", "H", "H"],
  "coordinates": [[6.16, -3.66, -1.23], [5.55, -3.08, -2.41], [6.08, -3.66, -3.63], [4.33, -2.37, -2.36], [4.29, -0.95, -2.28], [3.10, -0.28, -2.06], [1.85, -0.97, -1.97], [0.58, -0.34, -1.67], [-0.62, -0.89, -2.09], [-1.89, -0.31, -2.13], [-3.12, -1.04, -2.30], [-4.37, -0.35, -2.36], [-5.58, -1.02, -2.42], [-5.63, -2.45, -2.44], [-6.86, -3.12, -2.44], [-7.49, -3.64, -3.64], [-7.48, -3.62, -1.23], [-4.39, -3.14, -2.41], [-3.18, -2.47, -2.32], [1.91, -2.38, -2.13], [3.09, -3.05, -2.37], [5.64, -3.29, -0.33], [6.11, -4.76, -1.26], [7.22, -3.36, -1.19], [5.55, -3.31, -4.52], [7.15, -3.40, -3.72], [6.04, -4.76, -3.59], [5.25, -0.42, -2.35], [3.10, 0.82, -1.95], [0.59, 0.56, -1.07], [-0.58, -1.91, -2.47], [-1.97, 0.78, -2.01], [-4.35, 0.74, -2.39], [-6.52, -0.48, -2.48], [-6.94, -3.31, -4.53], [-7.52, -4.74, -3.62], [-8.53, -3.28, -3.70], [-6.93, -3.29, -0.35], [-8.52, -3.26, -1.17], [-7.52, -4.72, -1.24], [-4.42, -4.23, -2.46], [-2.26, -3.05, -2.30], [0.99, -2.97, -2.02], [3.10, -4.14, -2.50], [-0.56, -1.76, 3.95], [-0.56, -0.44, 4.65], [0.14, 0.45, 3.74], [0.00, 1.74, 4.06], [0.70, 2.62, 3.08], [1.03, 2.25, 1.73], [1.75, 3.28, 0.89], [2.81, 4.04, 1.39], [3.50, 4.94, 0.57], [3.12, 5.09, -0.76], [2.05, 4.34, -1.27], [1.39, 3.41, -0.46], [0.77, 1.14, 1.26], [0.72, 4.03, 3.48], [0.93, 5.02, 2.75], [0.46, 4.24, 4.77], [0.49, 5.65, 5.12], [-0.04, 5.65, 6.51], [-0.70, 2.08, 5.00], [-1.03, -2.52, 4.58], [-1.10, -1.69, 3.01], [0.47, -2.07, 3.73], [-1.59, -0.08, 4.81], [-0.02, -0.45, 5.60], [3.12, 3.91, 2.42], [4.31, 5.52, 1.01], [3.64, 5.81, -1.40], [1.73, 4.46, -2.30], [0.59, 2.80, -0.87], [1.54, 6.00, 5.05], [-0.14, 6.23, 4.43], [-0.01, 6.66, 6.91], [-1.07, 5.28, 6.51], [0.55, 4.97, 7.14]],
  "homo_ev": -6.31,
  "orbital_gap_ev": 2.94,
  "multiplicity": 1,
  "lumo_ev": -3.4
}

=====

No. 2
{
  "formula": "C33H38N3O",
  "method": "ωB97M-V with the def2-TZVPD basis set",
  "species": ["C", "N", "C", "C", "C", "C", "H", "H", "H", "H", "H", "H", "H", "H", "H", "H", "H", "C", "N", "C", "O", "C", "C", "C", "C", "C", "C", "C", "C", "N", "C", "C", "C", "C", "C", "C", "C", "C", "C", "C", "C", "C", "C", "C", "C", "C", "C", "C", "H", "H", "H", "H", "H", "H", "H", "H", "H", "H", "H", "H", "H", "H", "H", "H", "H", "H", "H", "H", "H", "H", "H", "H", "H", "H", "H"],
  "coordinates": [[2.14, 0.21, 1.74], [1.19, -0.19, 0.69], [0.38, -1.34, 1.18], [-0.93, -1.24, 0.42], [-1.15, 0.27, 0.25], [0.21, 0.93, 0.50], [2.77, 1.02, 1.37], [1.57, 0.58, 2.62], [2.75, -0.63, 2.06], [0.94, -2.27, 1.03], [0.21, -1.23, 2.26], [-0.84, -1.74, -0.56], [-1.74, -1.71, 0.98], [-1.56, 0.54, -0.74], [-1.84, 0.65, 1.02], [0.15, 1.55, 1.41], [0.56, 1.61, -0.28], [-2.08, 1.00, -4.18], [-0.70, 1.40, -4.02], [-0.11, 2.37, -4.79], [-0.70, 3.06, -5.61], [1.35, 2.43, -4.42], [1.73, 3.81, -3.86], [0.99, 4.13, -2.57], [-0.36, 4.50, -2.62], [-1.03, 4.82, -1.44], [-0.37, 4.78, -0.22], [0.99, 4.45, -0.17], [1.66, 4.12, -1.35], [1.48, 1.31, -3.45], [2.61, 1.18, -2.72], [2.87, 0.32, -1.67], [2.20, -0.79, -1.11], [2.99, -1.95, -0.63], [2.64, -3.30, -0.86], [3.20, -4.30, -0.05], [4.20, -4.01, 0.88], [4.66, -2.70, 1.00], [4.09, -1.70, 0.22], [0.21, 0.64, -3.19], [0.13, -0.83, -3.50], [0.50, -1.32, -4.72], [0.72, -2.72, -4.96], [1.21, -3.16, -6.21], [1.51, -4.50, -6.42], [1.35, -5.43, -5.38], [0.89, -5.01, -4.13], [0.55, -3.67, -3.92], [-2.52, 1.54, -5.02], [-2.13, -0.09, -4.36], [-2.65, 1.22, -3.27], [1.95, 2.22, -5.33], [2.82, 3.84, -3.70], [1.46, 4.55, -4.63], [-0.86, 4.55, -3.59], [-2.09, 5.09, -1.50], [-0.91, 5.00, 0.70], [1.54, 4.45, 0.78], [2.72, 3.85, -1.32], [3.42, 1.85, -3.04], [3.81, 0.58, -1.16], [1.23, -1.09, -1.52], [1.91, -3.55, -1.64], [2.81, -5.31, -0.12], [4.63, -4.78, 1.53], [5.44, -2.44, 1.71], [4.47, -0.68, 0.33], [-0.05, 0.79, -2.12], [-0.50, -1.39, -2.83], [0.62, -0.63, -5.57], [1.34, -2.41, -6.99], [1.85, -4.82, -7.40], [1.57, -6.48, -5.56], [0.80, -5.72, -3.31], [0.14, -3.35, -2.95]],
  "homo_ev": -11.07,
  "orbital_gap_ev": 7.44,
  "e_above_lowest_ev": 0.931,
  "total_charge": 1,
  "multiplicity": 1,
  "lumo_ev": -3.6
}

=====

No. 3
{
  "formula": "C33H38N5O4PTi",
  "method": "ωB97M-V with the def2-TZVPD basis set",
  "species": ["Ti", "C", "C", "C", "C", "C", "C", "N", "C", "C", "C", "C", "C", "C", "N", "N", "C", "C", "C", "C", "C", "N", "H", "H", "H", "H", "H", "H", "H", "H", "H", "H", "H", "H", "H", "O", "C", "C", "C", "C", "C", "C", "C", "O", "N", "O", "O", "H", "H", "H", "H", "C", "C", "C", "P", "C", "C", "C", "C", "C", "C", "H", "H", "H", "H", "H", "H", "H", "H", "H", "H", "H", "H", "H", "H", "H", "H", "H", "H", "H", "H", "H"],
  "coordinates": [[0.75, -0.59, 0.53], [-4.17, 1.07, 2.38], [-3.28, 2.06, 2.75], [-1.91, 1.84, 2.70], [-1.40, 0.61, 2.27], [-2.31, -0.39, 1.92], [-3.68, -0.16, 1.96], [-0.02, 0.39, 2.10], [0.88, 0.77, 3.09], [0.60, 1.10, 4.41], [1.63, 1.39, 5.30], [2.95, 1.32, 4.89], [3.26, 0.96, 3.59], [2.23, 0.69, 2.69], [2.38, 0.21, 1.39], [3.62, 0.11, 0.93], [3.62, -0.60, -0.19], [4.82, -0.87, -0.91], [4.78, -1.67, -2.00], [3.54, -2.23, -2.42], [2.42, -1.92, -1.72], [2.42, -1.10, -0.63], [-5.24, 1.24, 2.41], [-3.65, 3.02, 3.09], [-1.22, 2.63, 2.98], [-1.94, -1.37, 1.63], [-4.36, -0.96, 1.68], [-0.43, 1.13, 4.75], [1.39, 1.65, 6.32], [3.75, 1.54, 5.59], [4.28, 0.87, 3.25], [5.74, -0.43, -0.54], [5.69, -1.89, -2.55], [3.49, -2.88, -3.28], [1.45, -2.30, -2.02], [0.88, -2.36, 1.68], [0.34, -3.46, 1.59], [-0.55, -3.88, 0.55], [-1.04, -5.19, 0.59], [-1.88, -5.62, -0.39], [-2.27, -4.78, -1.44], [-1.80, -3.50, -1.50], [-0.92, -2.99, -0.50], [-0.50, -1.78, -0.56], [-2.40, -6.99, -0.35], [-2.05, -7.70, 0.58], [-3.15, -7.34, -1.23], [0.56, -4.19, 2.38], [-0.76, -5.86, 1.39], [-2.94, -5.17, -2.20], [-2.09, -2.83, -2.30], [1.81, 1.00, -3.18], [0.90, 2.07, -2.59], [0.10, 2.74, -3.71], [-0.05, 1.48, -1.10], [-0.21, 3.05, -0.12], [1.08, 3.30, 0.66], [-0.57, 4.33, -0.87], [-1.78, 0.98, -1.59], [-1.77, 0.01, -2.77], [-2.85, 2.05, -1.77], [2.34, 1.40, -4.05], [1.24, 0.13, -3.52], [2.55, 0.66, -2.46], [1.55, 2.83, -2.15], [-0.40, 2.00, -4.34], [0.79, 3.29, -4.36], [-0.64, 3.45, -3.36], [-1.01, 2.83, 0.60], [1.93, 3.45, -0.01], [1.33, 2.48, 1.33], [0.98, 4.21, 1.26], [0.24, 4.64, -1.53], [-0.71, 5.13, -0.14], [-1.48, 4.26, -1.46], [-2.07, 0.40, -0.71], [-1.70, 0.54, -3.72], [-2.71, -0.55, -2.79], [-0.96, -0.71, -2.71], [-2.66, 2.68, -2.64], [-2.95, 2.69, -0.89], [-3.82, 1.56, -1.93]],
  "homo_ev": [-6.54, -6.54],
  "orbital_gap_ev": [5.64, 5.64],
  "e_above_lowest_ev": 0.207,
  "multiplicity": 1,
  "lumo_ev": [-0.9, -0.9]
}

=====

No. 4
{
  "formula": "C33H39AsN3O4S4SbTcTe",
  "method": "ωB97M-V with the def2-TZVPD basis set",
  "species": ["Tc", "C", "O", "C", "C", "C", "C", "C", "C", "N", "C", "N", "C", "C", "C", "C", "C", "C", "O", "C", "N", "C", "C", "C", "C", "C", "C", "O", "C", "H", "H", "H", "H", "H", "H", "H", "H", "H", "H", "H", "H", "H", "H", "H", "H", "H", "H", "H", "H", "H", "H", "S", "As", "S", "S", "S", "Te", "C", "C", "C", "C", "C", "C", "H", "H", "H", "H", "H", "C", "Sb", "C", "C", "H", "H", "H", "H", "H", "H", "H", "H", "H", "C", "C", "O", "H", "H", "H"],
  "coordinates": [[0.42, 0.45, 0.18], [-1.53, -2.84, 7.24], [-1.47, -2.61, 5.84], [-1.88, -3.62, 5.03], [-2.33, -4.86, 5.45], [-2.74, -5.81, 4.52], [-2.73, -5.51, 3.17], [-2.29, -4.26, 2.74], [-1.84, -3.32, 3.66], [-1.40, -2.03, 3.31], [-0.70, -1.65, 2.20], [-0.10, -2.64, 1.52], [0.55, -2.65, 0.27], [0.87, -1.52, -0.48], [1.50, -1.77, -1.71], [1.83, -3.04, -2.15], [1.52, -4.15, -1.37], [0.88, -3.95, -0.17], [0.51, -4.95, 0.69], [0.81, -6.29, 0.31], [-0.60, -0.38, 1.86], [-1.35, 0.54, 2.65], [-0.76, 1.24, 3.69], [-1.50, 2.07, 4.51], [-2.86, 2.22, 4.28], [-3.48, 1.53, 3.24], [-2.73, 0.69, 2.43], [-3.27, -0.08, 1.43], [-4.67, -0.32, 1.49], [-1.18, -1.92, 7.71], [-0.88, -3.67, 7.53], [-2.55, -3.04, 7.57], [-2.36, -5.10, 6.51], [-3.09, -6.77, 4.86], [-3.07, -6.24, 2.44], [-2.31, -4.02, 1.68], [-1.53, -1.32, 4.01], [-0.16, -3.55, 1.95], [1.75, -0.94, -2.35], [2.32, -3.17, -3.11], [1.78, -5.14, -1.71], [0.43, -6.91, 1.11], [1.88, -6.43, 0.21], [0.31, -6.55, -0.62], [0.31, 1.10, 3.85], [-1.03, 2.60, 5.33], [-3.46, 2.86, 4.91], [-4.54, 1.65, 3.07], [-4.88, -1.10, 0.76], [-5.24, 0.57, 1.24], [-4.95, -0.67, 2.48], [-1.31, 0.49, -3.19], [-3.37, 0.96, -1.35], [-1.35, -0.23, -1.18], [-0.42, 2.33, -3.12], [-3.20, 2.86, -0.72], [1.49, 1.99, -1.69], [2.83, 1.07, -3.06], [4.10, 0.82, -2.57], [5.04, 0.21, -3.38], [4.71, -0.14, -4.69], [3.43, 0.13, -5.17], [2.49, 0.73, -4.35], [4.38, 1.09, -1.55], [6.04, 0.01, -3.01], [5.44, -0.62, -5.32], [3.17, -0.14, -6.18], [1.49, 0.94, -4.73], [-1.60, 4.27, 2.29], [-0.28, 3.38, 0.88], [1.55, 4.01, 1.78], [-0.39, 4.96, -0.55], [-1.38, 5.34, 2.31], [-1.44, 3.84, 3.28], [-2.64, 4.11, 1.99], [1.59, 5.10, 1.78], [2.41, 3.62, 1.24], [1.59, 3.65, 2.80], [-0.35, 5.90, 0.00], [-1.33, 4.91, -1.11], [0.44, 4.92, -1.25], [3.34, -0.81, 1.03], [2.17, 0.08, 0.95], [1.89, 1.03, 1.67], [4.15, -0.33, 1.59], [3.66, -1.10, 0.03], [3.02, -1.72, 1.54]],
  "homo_ev": -10.04,
  "orbital_gap_ev": 6.62,
  "e_above_lowest_ev": 0.030,
  "total_charge": 1,
  "multiplicity": 1,
  "lumo_ev": -3.4
}

=====

No. 5
{
  "formula": "C33H39BO3S",
  "method": "ωB97M-V with the def2-TZVPD basis set",
  "species": ["C", "C", "C", "C", "C", "B", "C", "C", "C", "C", "C", "S", "O", "C", "C", "C", "C", "C", "C", "O", "C", "C", "H", "H", "H", "H", "H", "H", "H", "H", "H", "H", "H", "H", "H", "H", "H", "H", "H", "H", "H", "H", "H", "H", "H", "H", "C", "O", "C", "C", "C", "C", "C", "C", "C", "C", "C", "C", "C", "C", "C", "C", "H", "H", "H", "H", "H", "H", "H", "H", "H", "H", "H", "H", "H", "H", "H"],
  "coordinates": [[-3.79, 4.12, 2.57], [-2.54, 3.32, 2.45], [-1.75, 3.12, 3.60], [-0.58, 2.40, 3.54], [-0.02, 1.91, 2.25], [0.77, 0.48, 2.24], [1.34, 2.50, 2.08], [1.98, 2.79, 0.89], [3.10, 3.63, 1.14], [3.41, 3.78, 2.47], [4.46, 4.65, 3.03], [2.32, 2.89, 3.45], [1.50, 0.09, 3.34], [2.52, -0.83, 2.87], [3.85, -0.17, 3.15], [2.41, -2.09, 3.71], [2.21, -1.04, 1.32], [3.37, -0.68, 0.41], [1.70, -2.42, 0.95], [1.15, -0.08, 1.05], [-0.94, 2.06, 1.12], [-2.13, 2.73, 1.24], [-4.37, 4.07, 1.63], [-4.41, 3.75, 3.40], [-3.58, 5.19, 2.77], [-2.10, 3.55, 4.54], [-0.04, 2.15, 4.44], [1.62, 2.47, -0.08], [3.69, 4.12, 0.38], [5.20, 4.85, 2.24], [4.04, 5.60, 3.35], [4.99, 4.21, 3.89], [4.68, -0.84, 2.92], [3.94, 0.78, 2.60], [3.86, 0.09, 4.22], [3.17, -2.83, 3.40], [2.58, -1.84, 4.77], [1.42, -2.56, 3.62], [4.22, -1.36, 0.60], [3.03, -0.84, -0.62], [3.66, 0.37, 0.56], [2.43, -3.21, 1.18], [0.75, -2.64, 1.45], [1.51, -2.41, -0.13], [-0.67, 1.54, 0.20], [-2.81, 2.84, 0.38], [-6.76, 0.15, 6.44], [-5.34, 0.37, 6.68], [-4.47, 0.14, 5.66], [-3.09, 0.30, 5.97], [-2.14, 0.02, 5.02], [-2.50, -0.36, 3.70], [-1.46, -0.59, 2.74], [-1.78, -1.48, 1.63], [-1.53, -2.88, 1.66], [-1.92, -3.72, 0.60], [-2.54, -3.19, -0.53], [-2.90, -4.09, -1.68], [-2.84, -1.82, -0.54], [-2.50, -1.00, 0.52], [-3.89, -0.50, 3.40], [-4.86, -0.25, 4.35], [-7.22, 0.42, 7.39], [-7.14, 0.82, 5.64], [-6.96, -0.91, 6.20], [-2.81, 0.61, 6.98], [-1.08, 0.19, 5.25], [-0.51, -0.76, 3.26], [-1.02, -3.32, 2.51], [-1.71, -4.80, 0.65], [-3.38, -3.52, -2.48], [-1.99, -4.57, -2.06], [-3.58, -4.89, -1.36], [-3.37, -1.41, -1.40], [-2.76, 0.06, 0.49], [-4.21, -0.76, 2.39], [-5.91, -0.38, 4.09]],
  "homo_ev": -5.20,
  "orbital_gap_ev": 3.80,
  "e_above_lowest_ev": 4.646,
  "multiplicity": 1,
  "lumo_ev": -1.4
}

=====

No. 6
{
  "formula": "C33H39ClIN5OOsS",
  "method": "ωB97M-V with the def2-TZVPD basis set",
  "species": ["Os", "C", "C", "C", "C", "C", "C", "C", "C", "C", "C", "C", "C", "N", "C", "C", "C", "C", "C", "N", "C", "C", "C", "C", "H", "H", "H", "H", "H", "H", "H", "H", "H", "H", "H", "H", "H", "H", "H", "H", "H", "H", "H", "H", "H", "H", "H", "H", "H", "H", "H", "H", "H", "Cl", "C", "C", "C", "I", "C", "O", "C", "N", "C", "C", "C", "C", "H", "H", "H", "H", "S", "C", "N", "C", "C", "N", "H", "H", "H", "H", "H", "H"],
  "coordinates": [[0.02, 0.11, 0.01], [-2.64, -3.26, 1.72], [-1.77, -2.18, 2.37], [-1.14, -2.73, 3.65], [-2.60, -0.95, 2.60], [-3.41, -0.87, 3.72], [-4.32, 0.16, 3.86], [-4.45, 1.11, 2.87], [-3.67, 1.07, 1.72], [-3.90, 2.13, 0.66], [-5.29, 1.94, 0.02], [-3.82, 3.54, 1.25], [-2.72, 0.04, 1.59], [-1.95, -0.08, 0.41], [-2.68, -0.35, -0.67], [-2.03, -0.50, -1.89], [-2.50, -0.78, -3.19], [-1.40, -0.75, -4.01], [-0.26, -0.46, -3.20], [-0.64, -0.33, -1.92], [1.15, -0.33, -3.70], [1.97, -1.46, -3.06], [1.70, 1.05, -3.31], [1.23, -0.47, -5.22], [-2.05, -4.15, 1.52], [-3.06, -2.91, 0.78], [-3.45, -3.53, 2.38], [-0.96, -1.94, 1.66], [-1.85, -3.33, 4.20], [-0.78, -1.93, 4.31], [-0.30, -3.37, 3.40], [-3.35, -1.64, 4.47], [-4.96, 0.19, 4.74], [-5.19, 1.89, 2.99], [-3.14, 2.03, -0.12], [-6.07, 2.02, 0.78], [-5.39, 0.97, -0.46], [-5.45, 2.72, -0.72], [-4.67, 3.75, 1.89], [-3.83, 4.27, 0.44], [-2.92, 3.68, 1.83], [-3.75, -0.48, -0.60], [-3.52, -0.96, -3.46], [-1.38, -0.93, -5.06], [1.93, -1.42, -1.98], [3.01, -1.37, -3.38], [1.60, -2.43, -3.39], [1.49, 1.28, -2.27], [1.26, 1.83, -3.93], [2.78, 1.06, -3.46], [0.91, -1.46, -5.54], [2.26, -0.33, -5.54], [0.62, 0.27, -5.73], [5.16, 4.33, 2.36], [4.21, 3.13, 1.59], [4.83, 2.12, 0.88], [4.10, 1.14, 0.23], [5.02, -0.41, -0.84], [2.69, 1.14, 0.27], [1.97, 0.28, -0.34], [2.05, 2.14, 1.07], [0.70, 2.04, 1.15], [0.04, 2.98, 1.79], [0.67, 4.07, 2.39], [2.05, 4.16, 2.38], [2.79, 3.17, 1.71], [5.91, 2.11, 0.80], [-1.04, 2.88, 1.82], [0.08, 4.84, 2.86], [2.56, 4.97, 2.86], [1.51, -1.69, 1.52], [1.64, -0.66, 2.85], [0.66, 0.17, 3.27], [1.04, 0.81, 4.52], [2.53, 0.47, 4.65], [2.72, -0.52, 3.60], [-0.31, -0.02, 3.06], [0.46, 0.40, 5.35], [0.85, 1.89, 4.46], [2.79, 0.07, 5.63], [3.18, 1.34, 4.46], [3.56, -1.06, 3.49]],
  "homo_ev": [-13.42, -13.46],
  "orbital_gap_ev": [6.77, 4.57],
  "e_above_lowest_ev": 0.530,
  "total_charge": 2,
  "multiplicity": 5,
  "lumo_ev": [-6.7, -8.9]
}